Record 1
The following is a DFT calculation (ωB97M-V/def2-TZVPD) of a structure of composition C34H39N5O4P2Pd in a non-equilibrium geometry.

Element x y z (Å)
Pd 0.1858 -2.9311 -1.1260
C -1.2326 1.9052 -0.8942
C -1.5717 1.0584 -1.8709
C -0.9834 1.0088 -3.2582
C 0.2903 0.2078 -3.4859
C 1.4490 0.4847 -2.5744
C 1.6644 1.5308 -1.7531
C 0.9715 2.8333 -1.8672
C -0.1228 2.9202 -0.8055
C 1.3098 -1.9634 0.1616
H -1.9561 2.1281 -0.0997
H -2.4636 0.4132 -1.7557
H -0.8635 2.0261 -3.6601
H -1.7552 0.4987 -3.8499
H 0.0687 -0.8649 -3.3171
H 0.5105 0.3072 -4.5752
H 2.0535 -0.4202 -2.4240
H 2.2852 1.3984 -0.8565
H 0.5723 2.9673 -2.8762
H 1.6678 3.6542 -1.6586
H 0.2824 2.8438 0.2296
H -0.5835 3.9216 -0.9086
H 0.6257 -1.1593 0.5362
H 2.0648 -1.4749 -0.4688
H 1.7890 -2.5768 0.9810
P 1.4410 -1.1915 -7.9005
P -1.9078 -0.6831 -7.5449
N 2.8478 -0.0889 -8.0173
N 2.1083 -2.4595 -9.0310
N -2.0683 1.1060 -7.5276
N -3.5668 -1.0376 -8.1257
C 0.4179 -0.3028 -9.1743
C -1.0766 -0.7423 -9.2016
C 3.4117 0.5547 -6.9024
C 4.4402 1.3859 -7.3333
C 4.5026 1.2769 -8.7609
C 3.4743 0.4272 -9.1527
C 2.2587 -3.7977 -8.6526
C 2.6789 -4.5505 -9.7400
C 2.8218 -3.6495 -10.8475
C 2.4101 -2.3922 -10.3964
C -1.8933 1.8126 -6.3370
C -1.9462 3.1754 -6.5864
C -2.2014 3.3296 -7.9861
C -2.2196 2.0519 -8.5419
C -4.3815 -0.3394 -9.0244
C -5.4253 -1.1687 -9.4366
C -5.2442 -2.4320 -8.7763
C -4.1027 -2.3294 -7.9984
H 0.8330 -0.4480 -10.1865
H 0.4751 0.7817 -8.9619
H -1.6038 -0.1206 -9.9504
H -1.1669 -1.7918 -9.5455
H 3.0390 0.3537 -5.9116
H 5.0609 2.0100 -6.7095
H 5.2154 1.7505 -9.4163
H 3.1272 0.1534 -10.1365
H 2.0167 -4.1066 -7.6496
H 2.8265 -5.6234 -9.7738
H 3.1581 -3.8798 -11.8460
H 2.2375 -1.4881 -10.9565
H -1.7516 1.2730 -5.4318
H -1.7780 3.9621 -5.8626
H -2.3471 4.2590 -8.5195
H -2.3085 1.7252 -9.5704
H -4.1668 0.6874 -9.2615
H -6.2150 -0.9147 -10.1272
H -5.8772 -3.3041 -8.8735
H -3.6274 -3.0444 -7.3449
O -0.4054 1.6345 1.9743
C -0.8856 0.4777 2.1549
O -1.1912 -0.4122 1.3283
C -1.0972 0.1296 3.6293
C -1.4330 -1.1741 4.0784
C -1.5665 -1.4367 5.4434
C -1.3468 -0.4058 6.3850
C -1.0094 0.8920 5.9497
C -0.8779 1.1424 4.5892
N -1.3450 -0.7044 7.7772
O -1.5665 -1.8836 8.1448
O -1.1070 0.2297 8.5832
H -1.5782 -1.9949 3.3799
H -1.8101 -2.4293 5.8090
H -0.8201 1.6792 6.6687
H -0.5709 2.1317 4.2553

Properties
net charge: +2
2S+1: 5
energy relative to the best compared isomer or geometry (same formula, charge and spin): 109.3 kJ/mol
F_max: 4.297 eV Å⁻¹
LUMO (alpha / beta): -6.798 / -9.576 eV
E_tot: -73560.3347 eV

Record 2
The following is a DFT calculation (ωB97M-V/def2-TZVPD) of a structure of composition C34H40AsMgN4O4PSSi2 in a non-equilibrium geometry.

Element x y z (Å)
Mg -0.1410 -1.4087 -0.4365
O 1.7285 -3.4034 -1.7399
N 1.8078 -2.4443 -0.7704
C 3.0170 -2.3237 -0.4051
C 3.5698 -1.2982 0.4858
C 4.9000 -1.0655 0.2901
C 5.5540 -0.0384 0.9445
C 4.8223 0.7594 1.8406
C 3.4955 0.4272 2.1298
C 2.8805 -0.6405 1.4900
P 1.1511 -1.1335 1.8020
C 0.3844 0.2927 2.5861
C 0.5666 1.5127 1.9449
C 0.0180 2.6419 2.5065
C -0.8455 2.5412 3.5529
C -1.1860 1.3102 4.0580
C -0.5328 0.1916 3.6534
C 1.1255 -2.5295 3.0304
C 1.7416 -2.5325 4.2885
C 1.6362 -3.5708 5.1822
C 0.8994 -4.6788 4.8934
C 0.2706 -4.7012 3.6554
C 0.3562 -3.6427 2.7558
H 0.8740 -3.8533 -1.6487
H 3.7746 -2.9408 -0.9107
H 5.5229 -1.6584 -0.3598
H 6.5801 0.2302 0.7317
H 5.2985 1.6342 2.2598
H 3.0188 0.9594 2.9636
H 1.1663 1.6619 1.0762
H 0.3397 3.6081 2.1381
H -1.3092 3.3624 4.0701
H -1.8440 1.2213 4.9179
H -0.6625 -0.7783 4.0937
H 2.4191 -1.7288 4.5203
H 2.1974 -3.5194 6.1761
H 0.7185 -5.4123 5.6325
H -0.2166 -5.6167 3.3227
H -0.2384 -3.5814 1.8404
O 4.4374 5.1452 -0.4721
S 3.9654 6.5129 -0.3842
O 3.8337 7.0187 0.9530
O 4.4706 7.4597 -1.3514
C 2.1520 6.2861 -0.8456
N 1.4851 7.2338 -1.4291
C 0.2186 6.9570 -1.7559
C -0.3537 5.6940 -1.5499
C 0.4740 4.7743 -0.9031
N 1.7121 5.1163 -0.4166
C 0.2883 3.3033 -0.8961
C -0.9609 2.7164 -0.8270
C -1.0456 1.2997 -0.9476
N 0.0251 0.5298 -1.1476
C 1.2446 1.1421 -1.1871
C 1.4031 2.4982 -1.1251
H -0.2706 7.8235 -2.2544
H -1.3105 5.4117 -2.0037
H -1.8653 3.3186 -0.6434
H -2.0564 0.8404 -0.8885
H 2.1072 0.4961 -1.3041
H 2.4016 2.9012 -1.2199
C -2.5177 -0.0250 -3.8448
Si -1.9001 -1.8306 -3.7759
C -0.0951 -1.8520 -4.4432
C -3.1069 -2.7573 -4.9419
As -1.9253 -2.7487 -1.6642
Si -4.0261 -2.3662 -0.7396
C -4.4809 -0.5843 -0.3625
C -5.2576 -2.9920 -1.9837
C -4.1319 -3.4045 0.8623
H -2.4856 0.2994 -4.8900
H -1.9243 0.6894 -3.2047
H -3.5481 0.1136 -3.5308
H -0.2078 -1.4033 -5.4711
H 0.1925 -2.8608 -4.4909
H 0.5857 -1.1841 -3.9470
H -3.2020 -2.2723 -5.9220
H -4.0336 -2.7604 -4.4490
H -2.7218 -3.7891 -4.9681
H -4.4256 0.0332 -1.2692
H -3.7453 -0.1811 0.3171
H -5.4913 -0.4667 0.0061
H -4.9843 -2.3870 -2.8380
H -6.2843 -2.6857 -1.7412
H -5.1870 -4.0346 -2.1979
H -3.2158 -3.1662 1.5153
H -4.0575 -4.4105 0.5718
H -5.0365 -3.3051 1.4402

Properties
energy relative to the best compared isomer or geometry (same formula, charge and spin): 0.0 kJ/mol
F_max: 3.327 eV Å⁻¹
LUMO: -1.386 eV
E_tot: -152220.3412 eV

Record 3
The following is a DFT calculation (ωB97M-V/def2-TZVPD) of a structure of composition C34H40BrN5O2Sn in a non-equilibrium geometry.

Element x y z (Å)
Sn 0.0873 0.0258 0.0408
C 0.9483 -0.0395 5.0764
O 2.1014 -0.0741 4.2322
C 1.8707 -0.0924 2.9400
O 0.7499 -0.1214 2.4456
N 3.0146 -0.0808 2.2277
N 3.0002 -0.0490 0.8257
H 1.3278 -0.0346 6.0921
H 0.3251 -0.9182 4.9067
H 0.3689 0.8643 4.8830
H 3.8883 -0.0341 2.7418
H 3.5218 -0.8438 0.4544
H 3.4686 0.7933 0.4875
C 0.1252 0.0001 -7.3358
C -1.1608 -0.0014 -6.5040
C -1.9667 1.2553 -6.8653
C -1.9665 -1.2574 -6.8678
C -0.8936 0.0048 -5.0154
C 0.4026 0.0243 -4.5007
C 0.5925 0.0398 -3.1394
N -0.4033 0.0305 -2.2671
C -1.6669 0.0081 -2.7147
C -1.9337 -0.0036 -4.0776
C -2.6972 -0.0048 -1.6598
C -4.0624 -0.0071 -1.9124
C -4.9974 -0.0078 -0.8698
C -4.4715 -0.0124 0.4241
C -3.1061 -0.0125 0.6080
N -2.2391 -0.0102 -0.3952
C -6.4867 -0.0023 -1.1373
C -6.8431 1.2554 -1.9456
C -7.3194 -0.0002 0.1487
C -6.8524 -1.2563 -1.9475
H -0.1396 -0.0019 -8.3889
H 0.7256 -0.8876 -7.1517
H 0.7226 0.8904 -7.1546
H -2.1410 1.2668 -7.9368
H -1.4158 2.1555 -6.6015
H -2.9317 1.2734 -6.3675
H -2.1387 -1.2665 -7.9400
H -2.9325 -1.2761 -6.3716
H -1.4154 -2.1578 -6.6047
H 1.2622 0.0288 -5.1467
H 1.5867 0.0618 -2.7123
H -2.9530 -0.0198 -4.4253
H -4.4008 -0.0046 -2.9328
H -5.1085 -0.0129 1.2889
H -2.6696 -0.0118 1.5993
H -6.5833 2.1563 -1.3942
H -7.9135 1.2681 -2.1281
H -6.3385 1.2730 -2.9072
H -7.1331 0.8875 0.7487
H -7.1379 -0.8898 0.7473
H -8.3732 0.0024 -0.1146
H -6.3474 -1.2753 -2.9092
H -7.9232 -1.2617 -2.1293
H -6.5980 -2.1591 -1.3965
Br 0.0700 7.0299 0.0260
C 0.0769 5.1307 0.0554
C 1.0605 4.4551 0.7653
C 1.0640 3.0676 0.7841
C 0.0865 2.3845 0.0903
C -0.8965 3.0428 -0.6202
C -0.9037 4.4294 -0.6358
H 1.8187 5.0089 1.3003
H 1.8219 2.5492 1.3516
H -1.6629 2.5085 -1.1628
H -1.6693 4.9612 -1.1822
C 0.1122 -2.4771 -0.1398
C -0.0689 -3.1744 1.0895
C -1.3587 -3.5498 1.5191
C -1.5248 -4.4114 2.5765
C -0.4005 -4.8973 3.2602
C 0.8846 -4.4612 2.9061
C 1.0429 -3.6060 1.8415
C -0.5577 -5.8487 4.2973
N -0.6780 -6.6398 5.1159
H -0.7215 -2.5286 -0.8337
H 1.0881 -2.5789 -0.6035
H -2.2222 -3.1901 0.9749
H -2.5089 -4.7410 2.8747
H 1.7388 -4.8250 3.4560
H 2.0328 -3.2943 1.5430

Properties
net charge: +2
F_max: 2.315 eV Å⁻¹
LUMO: -6.889 eV
E_tot: -123312.7762 eV